No. 1
Molecular formula: C21H43N9O2P2S3V
Method: DFT, ωB97M-V with the def2-TZVPD basis set

Summary:
* electronic energy: -116719.764 eV
* lowest unoccupied orbital energy (spin up / spin down): -0.441 / -0.420 hartree
* multiplicity: 2
* charge: +4
* energy above the lowest of the compared OMol25 structures with the same formula, charge and spin: 143.6 kJ/mol

Structure (XYZ):
```
81
Properties=species:S:1:pos:R:3:mulliken_spin:R:1
V -1.5431 -0.2667 -0.4133 1.2580
S -1.8139 -0.8141 -2.9576 -0.0443
S -2.0116 -4.8321 -1.0608 0.0022
S -6.1229 0.0087 -0.9067 0.0001
P -1.3215 2.0337 0.8450 -0.0142
P -1.9026 -1.0487 1.8906 -0.0476
O 0.0472 -0.0838 -0.4389 -0.0587
O 1.6095 -0.1013 1.0636 -0.0054
N 7.9776 0.7220 1.6786 0.0000
N -2.6139 0.2291 -5.2152 -0.0008
N -1.0097 1.9655 -2.5050 0.0307
N 6.7588 0.9133 3.6000 0.0000
N -3.5817 -0.2296 -0.6081 -0.0792
N 5.6891 0.2566 1.6721 0.0000
N -1.6571 1.7094 -3.7273 -0.0062
N -1.8567 -2.3301 -0.6140 -0.0612
N 1.6208 0.5664 -2.4561 -0.0010
C 4.2717 -0.8838 0.0363 -0.0004
C 5.4223 0.1172 0.2436 0.0001
C -5.4707 -1.5580 -0.7130 -0.0006
C -0.7938 1.3975 2.4933 -0.0014
C 1.2992 0.0412 -0.1047 -0.0122
C -2.0463 0.4761 -4.0462 0.0135
C -2.5605 3.2844 1.3500 -0.0014
C -3.4619 -3.9448 -0.8739 -0.0002
C -1.8065 0.3955 3.0248 -0.0064
C -3.4055 -1.9067 2.4509 -0.0001
C -4.1115 -1.5083 -0.5923 -0.0008
C -1.1034 -3.3843 -0.8310 0.0133
C -4.5275 0.6635 -0.8281 0.0160
C 3.4403 -0.6961 -1.2423 0.0001
C -4.3214 2.1060 -1.0990 0.0103
C -0.5533 -2.1411 2.4359 -0.0042
C -3.1933 -2.6238 -0.6469 0.0176
C 2.3128 0.3783 -1.1860 -0.0004
C 0.1240 3.0951 0.4511 -0.0020
C 6.8127 0.6237 2.3007 0.0000
C 0.3769 -3.3749 -0.9065 0.0023
H -0.0352 1.5980 -2.5197 -0.0049
H -4.3036 -1.3451 2.2000 -0.0001
H 4.0976 -0.4377 -2.0753 -0.0001
H 1.3363 -0.3349 -2.8386 -0.0004
H -1.5186 0.0372 4.0206 -0.0014
H 0.7910 -4.3052 -0.5186 0.0003
H 4.8557 0.2316 2.2455 0.0000
H 8.8020 1.0057 2.1843 0.0000
H 2.2611 0.9723 -3.1337 -0.0003
H -3.3378 -1.9953 3.5378 -0.0018
H -3.4681 2.8179 1.7305 -0.0001
H -0.6776 -2.3381 3.5028 -0.0018
H 0.1560 3.4109 -0.5879 0.0006
H 7.5904 1.1969 4.0966 0.0000
H 0.0726 3.9883 1.0738 -0.0002
H 5.9121 0.8863 4.1418 0.0000
H -0.9924 2.9744 -2.3705 0.0000
H 0.7861 -2.5349 -0.3469 -0.0004
H 6.3159 -0.2364 -0.2725 0.0000
H 0.6933 -3.3026 -1.9505 0.0009
H 8.1180 0.4270 0.7280 0.0000
H -2.1205 3.8839 2.1513 -0.0008
H 2.9717 -1.6532 -1.4847 0.0002
H 1.0387 2.5558 0.6889 -0.0004
H -2.8032 0.8433 3.1041 -0.0005
H -3.2742 2.3044 -1.3320 -0.0072
H 0.4144 -1.6669 2.2738 -0.0018
H -2.8964 -0.7137 -5.4402 -0.0006
H -2.7187 0.9229 -5.9420 0.0005
H -1.7652 2.4660 -4.3980 0.0009
H -2.8091 3.9401 0.5170 0.0005
H -6.0927 -2.4304 -0.7259 -0.0001
H 2.7662 1.3345 -0.8959 0.0009
H 4.6821 -1.8948 0.0164 -0.0001
H 5.1641 1.0992 -0.1724 0.0001
H -0.5898 -3.0870 1.8967 0.0015
H 3.6037 -0.8348 0.8980 -0.0002
H -4.4218 -4.4159 -0.9585 0.0000
H -0.6769 2.2407 3.1810 -0.0019
H -4.6456 2.7181 -0.2589 0.0004
H 0.1808 0.9166 2.3764 0.0014
H -3.4811 -2.9070 2.0281 0.0003
H -4.9539 2.4072 -1.9338 0.0012
```

No. 2
Molecular formula: C27H31AsF3N5O3RhS2
Method: DFT, ωB97M-V with the def2-TZVPD basis set

Summary:
* electronic energy: -135761.872 eV
* lowest unoccupied orbital energy: -0.128 hartree
* charge: +1
* energy above the lowest of the compared OMol25 structures with the same formula, charge and spin: 117.4 kJ/mol

Structure (XYZ):
```
73
Properties=species:S:1:pos:R:3:lowdin_charge:R:1
Rh -0.6923 0.7637 0.8578 0.7506
As -1.9060 2.6136 -0.2321 1.1143
S -1.9523 0.5817 2.7753 0.7910
S 0.3679 0.1934 -1.6990 0.5669
F -2.8480 2.3530 5.4226 0.1537
F -1.4175 0.8324 5.9830 0.1489
F -1.2189 2.8415 6.7594 0.1589
O 0.9443 1.3076 -0.9113 -0.3904
O -2.9465 -0.2784 0.0486 -0.1550
O -0.7313 0.5957 -2.5571 -0.3437
N 0.9187 -0.4920 1.7762 0.0466
N -3.7198 -2.4043 0.1078 0.1949
N -0.0991 2.1407 2.2233 -0.1661
N -2.9961 -1.4449 -1.8782 0.0307
N -0.1738 -0.8798 -0.6961 -0.1966
C 0.5972 -1.8976 -0.1295 -0.2663
C 3.6016 -1.7116 -4.2363 -0.2546
C 1.6252 -0.5228 -2.6874 -0.2906
C 1.8958 -2.7187 1.7792 -0.1410
C 1.0391 3.7966 3.4418 -0.0205
C 3.9226 -0.7234 -3.3132 -0.0202
C 2.0822 -3.9478 1.1056 -0.0251
C 1.1365 -1.6982 1.1671 -0.1368
C -0.6966 2.4977 4.4950 -0.0997
C -0.8661 1.8265 3.2783 -0.6711
C 2.2632 -2.0883 -4.3768 -0.0221
C 1.4712 -0.2856 2.9505 -0.1037
C -1.1293 3.5321 -1.7403 -0.2473
C 1.5347 -4.1325 -0.1302 -0.0486
C -3.7221 2.2938 -0.7912 -0.2549
C -2.1862 4.0778 1.0132 -0.2570
C 2.4483 -2.4562 3.0498 0.0165
C -3.2030 -1.3341 -0.5482 -0.6131
C 2.2533 -1.2353 3.6248 -0.0210
C -3.2386 -2.6347 -2.6615 -0.0748
C -1.5509 2.1317 5.6779 -0.6048
C 0.2589 3.4898 4.5607 0.0375
C 2.9421 -0.1253 -2.5344 -0.0372
C 0.7877 -3.1090 -0.7454 -0.0025
C 4.6599 -2.3580 -5.0831 -0.0396
C 1.2751 -1.5001 -3.6130 -0.0639
C 0.8340 3.0929 2.2777 -0.1031
H 2.6697 -0.9865 4.5899 0.1156
H -3.9038 -2.2976 1.0882 0.1111
H -4.1613 3.2436 -1.0971 0.0431
H -2.4836 -3.4116 -2.4974 0.0817
H 1.7903 4.5707 3.4808 0.1183
H -2.8139 4.8214 0.5237 0.0427
H 1.9979 -2.8477 -5.1023 0.1227
H -4.2741 1.8610 0.0379 0.0370
H 4.9535 -0.4116 -3.2028 0.1177
H 4.4961 -2.1358 -6.1386 0.0900
H 1.3110 0.6788 3.4136 0.1014
H 0.4017 4.0297 5.4870 0.1347
H 3.1905 0.6432 -1.8151 0.1121
H 5.6541 -2.0077 -4.8128 0.0786
H 4.6367 -3.4426 -4.9716 0.0871
H -1.7936 4.3651 -1.9695 0.0450
H -3.2334 -2.3676 -3.7157 0.0898
H -3.8844 -3.2922 -0.3266 0.0897
H -2.3871 -0.7272 -2.2505 0.0937
H 0.3543 -3.2709 -1.7233 0.1070
H -1.2432 4.5413 1.2957 0.0232
H 1.4076 3.2617 1.3752 0.1342
H -0.1371 3.8991 -1.4873 0.0372
H 1.6691 -5.0720 -0.6495 0.1131
H -3.7245 1.5909 -1.6198 0.0329
H 0.2360 -1.7752 -3.7448 0.1163
H 2.6555 -4.7292 1.5870 0.1191
H -1.0565 2.8492 -2.5795 0.0175
H 3.0229 -3.2256 3.5502 0.1285
H -2.6917 3.7092 1.9051 0.0338
H -4.2238 -3.0472 -2.4412 0.0852
```

No. 3
Molecular formula: C18H45N4O6
Method: DFT, ωB97M-V with the def2-TZVPD basis set

Summary:
* electronic energy: -37634.363 eV
* lowest unoccupied orbital energy: 0.096 hartree
* charge: -1

Structure (XYZ):
```
73
Properties=species:S:1:pos:R:3:lowdin_charge:R:1
O 1.7972 1.2504 0.9112 -0.1424
O -4.8386 -0.2702 0.0142 -0.0836
O 2.4195 2.0968 5.6838 -0.1894
O 2.8083 -0.4364 -4.7171 -0.2019
O -3.6667 1.7335 -0.9125 -0.1545
O -8.2089 -4.2735 2.3995 -0.2016
N -0.3490 1.1440 -1.2759 -0.2220
N 4.3368 1.8104 3.5586 0.0425
N -5.5364 -5.2422 1.9594 0.0293
N 2.9744 -0.2169 -7.5804 0.0266
C -4.1553 0.8661 0.1729 -0.1489
C 4.9278 3.8682 4.7284 -0.0821
C 2.5988 0.8300 -5.3486 -0.1957
C -1.5753 0.2163 -1.3936 -0.3535
C 2.9623 2.5208 6.9236 -0.1164
C 3.0582 -0.6867 -0.1236 -0.1164
C 3.8494 3.1485 3.9218 -0.4315
C 4.7616 1.1855 -6.6909 -0.0819
C 2.4837 3.0774 4.6442 -0.1917
C -5.5364 -2.9108 1.2407 -0.0830
C -2.9226 0.9792 -1.9335 -0.1998
C -6.1327 -4.2966 1.0053 -0.4274
C -7.6776 -4.3224 1.0722 -0.2009
C 2.1180 0.6671 -0.4032 -0.3789
C -8.2872 -2.9694 2.9517 -0.1129
C 0.8172 0.1333 -1.2538 -0.3330
C 3.2525 0.9594 -6.7443 -0.4332
C 4.0564 -0.5618 -4.0552 -0.1105
H 5.0187 1.9474 -5.9476 0.0768
H 1.7297 2.7743 3.9076 0.1238
H 2.7909 3.5846 7.1098 0.0866
H 4.8108 -0.9382 -4.7479 0.0675
H 3.7018 3.7224 2.9988 0.1330
H -2.6565 1.7593 -2.7958 0.1301
H -7.3556 -2.7237 3.4641 0.0732
H 2.6593 -1.1936 0.8790 0.0829
H 3.2338 -1.0453 -7.0359 0.0702
H -8.0158 -5.2790 0.6557 0.1150
H 3.9446 -1.3039 -3.2588 0.0771
H 4.1745 -0.3997 0.0805 0.0615
H -1.2607 -0.6351 -2.1642 0.0916
H 4.5419 4.7988 5.1576 0.0740
H 2.0589 2.2286 0.8898 0.1008
H -6.0730 -2.1493 0.6651 0.0598
H -5.8683 -6.1817 1.7381 0.0658
H -9.0837 -2.9663 3.7021 0.0827
H 2.9344 -1.4831 -0.9908 0.0677
H 2.8989 1.6497 -4.6846 0.1196
H 5.1284 1.5340 -7.6635 0.0713
H -1.6772 -0.3006 -0.3486 0.0918
H -8.5221 -2.2128 2.1979 0.0906
H -5.5528 -2.6175 2.2940 0.0671
H 1.5132 0.9182 -5.4769 0.1245
H 0.4066 -0.8552 -0.7529 0.0945
H -4.4876 -2.8891 0.9224 0.0826
H -5.9515 -5.0511 2.8767 0.0684
H 4.3838 0.3792 -3.6047 0.0908
H 1.9635 -0.3087 -7.6882 0.0708
H -3.6483 0.1335 -2.3585 0.1147
H 1.1358 -0.0004 -2.3759 0.0944
H 5.7756 4.1270 4.0834 0.0738
H 2.8129 1.8385 -7.2312 0.1317
H 5.3255 3.2557 5.5422 0.0608
H 2.1728 4.0606 5.0177 0.1149
H 3.6520 1.3697 2.9434 0.0603
H 4.3040 1.2344 4.4056 0.0713
H 5.3168 0.2742 -6.4522 0.0614
H 2.4755 1.9494 7.7199 0.0849
H -8.1221 -3.5389 0.4466 0.1165
H 2.7538 1.3675 -1.1064 0.1317
H -3.8629 1.1776 1.2760 0.1614
H -5.8439 -4.6028 -0.0075 0.1349
H 4.0284 2.2916 6.9630 0.0702
```

Q: What is the charge in the third record?
A: -1

Q: Which of these has the lowest electronic energy?
A: C27H31AsF3N5O3RhS2